No. 1
{"formula": "C38H73O15P", "method": "the ωB97M-V functional and the def2-TZVPD basis", "smiles": "C=CC[C@]1([PH2]=O)OC(=O)O[C@@H]1CCCCCCCCCCCOC.CCOC(C)=O.CCOC(C)=O.CCOC(C)=O.CCOC(C)=O.CCOC(C)=O", "e_homo_ev": -8.8, "spin_multiplicity": 1, "charge": 0, "symbols": ["C", "C", "C", "C", "P", "O", "O", "C", "O", "O", "C", "C", "C", "C", "C", "C", "C", "C", "C", "C", "C", "C", "O", "C", "H", "H", "H", "H", "H", "H", "H", "H", "H", "H", "H", "H", "H", "H", "H", "H", "H", "H", "H", "H", "H", "H", "H", "H", "H", "H", "H", "H", "H", "H", "H", "H", "H", "C", "C", "O", "C", "C", "O", "H", "H", "H", "H", "H", "H", "H", "H", "C", "C", "O", "C", "C", "O", "H", "H", "H", "H", "H", "H", "H", "H", "C", "C", "O", "C", "C", "O", "H", "H", "H", "H", "H", "H", "H", "H", "C", "C", "O", "C", "C", "O", "H", "H", "H", "H", "H", "H", "H", "H", "C", "C", "O", "C", "C", "O", "H", "H", "H", "H", "H", "H", "H", "H"], "coordinates": [[0.054, -2.266, -2.027], [1.081, -1.407, -2.742], [0.566, -0.215, -3.734], [0.341, 1.248, -3.044], [-0.775, 2.105, -4.394], [-2.234, 2.446, -3.856], [1.443, 2.217, -2.950], [0.742, 3.415, -2.381], [1.004, 4.720, -2.553], [-0.369, 2.910, -1.508], [-0.456, 1.417, -1.630], [0.150, 0.846, -0.227], [0.900, 1.956, 0.726], [-0.157, 2.741, 1.758], [-0.274, 4.350, 1.471], [-1.816, 4.785, 1.949], [-2.692, 4.911, 0.567], [-3.681, 3.572, 0.407], [-4.437, 3.772, -1.056], [-5.095, 2.397, -1.661], [-5.752, 1.390, -0.545], [-4.837, 0.014, -0.549], [-5.642, -1.176, -0.121], [-4.681, -2.305, 0.110], [0.403, -3.050, -1.216], [-1.113, -2.150, -2.196], [2.209, -1.642, -2.489], [-0.368, -0.626, -4.340], [1.420, -0.071, -4.556], [-0.986, 1.133, -5.477], [-0.108, 3.231, -5.029], [-1.588, 1.105, -1.698], [0.874, -0.068, -0.315], [-0.784, 0.457, 0.408], [1.618, 2.689, 0.163], [1.601, 1.325, 1.459], [0.273, 2.631, 2.866], [-1.196, 2.179, 1.775], [-0.024, 4.680, 0.377], [0.487, 4.886, 2.203], [-2.231, 3.901, 2.632], [-1.801, 5.745, 2.618], [-3.291, 5.916, 0.621], [-2.037, 4.945, -0.419], [-3.071, 2.568, 0.477], [-4.472, 3.666, 1.284], [-3.585, 4.150, -1.796], [-5.238, 4.650, -1.035], [-5.859, 2.734, -2.512], [-4.227, 1.825, -2.226], [-6.834, 1.089, -0.935], [-5.900, 1.858, 0.520], [-3.857, 0.103, 0.117], [-4.439, -0.268, -1.638], [-5.134, -3.344, -0.224], [-4.465, -2.338, 1.271], [-3.661, -2.133, -0.445], [-0.871, 0.893, 6.440], [-2.090, 1.785, 6.317], [-2.278, 2.212, 4.956], [-2.939, 1.502, 4.011], [-3.254, 0.060, 4.281], [-3.204, 2.010, 2.926], [-0.980, -0.022, 5.853], [-0.699, 0.616, 7.485], [0.018, 1.408, 6.061], [-2.997, 1.316, 6.711], [-1.931, 2.693, 6.907], [-2.455, -0.565, 3.875], [-4.197, -0.188, 3.780], [-3.403, -0.171, 5.335], [1.229, -3.366, 9.841], [0.010, -2.475, 9.718], [-0.178, -2.047, 8.357], [-0.839, -2.758, 7.412], [-1.154, -4.199, 7.682], [-1.104, -2.249, 6.327], [1.120, -4.281, 9.254], [1.401, -3.643, 10.886], [2.118, -2.851, 9.462], [-0.897, -2.943, 10.113], [0.169, -1.566, 10.309], [-0.355, -4.824, 7.277], [-2.097, -4.447, 7.181], [-1.303, -4.430, 8.737], [5.272, 5.803, 3.412], [5.225, 4.489, 4.164], [3.865, 4.096, 4.427], [3.082, 3.410, 3.561], [3.521, 3.287, 2.132], [1.998, 2.964, 3.926], [4.790, 5.727, 2.435], [6.306, 6.127, 3.264], [4.736, 6.581, 3.968], [5.773, 3.691, 3.654], [5.704, 4.616, 5.141], [3.076, 4.096, 1.548], [3.170, 2.325, 1.744], [4.603, 3.290, 2.000], [4.672, 0.064, -7.424], [4.625, -1.251, -6.672], [3.265, -1.643, -6.409], [2.482, -2.329, -7.275], [2.921, -2.452, -8.704], [1.398, -2.775, -6.911], [4.190, -0.013, -8.402], [5.706, 0.387, -7.573], [4.136, 0.841, -6.868], [5.173, -2.048, -7.182], [5.104, -1.123, -5.696], [2.476, -1.644, -9.288], [2.570, -3.415, -9.093], [4.003, -2.449, -8.837], [0.143, -8.191, -6.684], [1.580, -8.658, -6.571], [2.461, -7.790, -7.306], [2.995, -6.645, -6.820], [2.433, -6.067, -5.554], [3.871, -6.054, -7.445], [0.007, -7.196, -6.255], [-0.530, -8.885, -6.171], [-0.155, -8.125, -7.736], [1.909, -8.765, -5.533], [1.672, -9.650, -7.026], [1.659, -5.338, -5.805], [3.243, -5.564, -5.014], [2.030, -6.812, -4.869]]}



No. 2
{"formula": "C27H51Cl2N11O7P2S3Ti", "method": "the ωB97M-V functional and the def2-TZVPD basis", "de_lowest_kcal_mol": 5.2, "e_homo_ev": [-5.9, -7.3], "spin_multiplicity": 3, "charge": 0, "s2": 2.017, "symbols": ["Ti", "Cl", "C", "C", "C", "Cl", "C", "O", "C", "C", "O", "C", "H", "H", "H", "N", "N", "C", "N", "S", "H", "H", "H", "H", "H", "N", "N", "C", "N", "N", "N", "O", "O", "H", "H", "H", "H", "H", "O", "P", "N", "C", "C", "C", "C", "N", "C", "C", "C", "C", "N", "C", "C", "C", "C", "H", "H", "H", "H", "H", "H", "H", "H", "H", "H", "H", "H", "H", "H", "H", "H", "H", "H", "H", "H", "H", "H", "H", "H", "C", "C", "C", "O", "P", "S", "S", "O", "C", "C", "C", "H", "H", "H", "H", "H", "H", "H", "H", "H", "H", "H", "H", "H", "H"], "coordinates": [[0.066, 0.659, -0.305], [-5.575, 3.139, -3.911], [-4.394, 2.327, -2.935], [-4.480, 0.939, -2.789], [-3.559, 0.289, -2.000], [-3.660, -1.420, -1.801], [-2.514, 0.978, -1.357], [-1.655, 0.388, -0.579], [-2.411, 2.379, -1.586], [-1.276, 3.047, -1.082], [-0.256, 2.462, -0.604], [-3.392, 3.045, -2.345], [-5.264, 0.381, -3.279], [-1.221, 4.134, -1.161], [-3.322, 4.116, -2.487], [-0.975, -1.981, 0.149], [-0.641, -2.654, -1.037], [0.198, -2.098, -1.968], [0.612, -3.004, -2.903], [0.090, -0.455, -2.551], [-0.636, -2.505, 0.950], [-1.980, -1.882, 0.208], [-0.525, -3.653, -0.942], [0.886, -3.918, -2.577], [1.173, -2.618, -3.642], [0.841, 1.834, 1.649], [1.361, 0.942, 2.596], [1.442, -0.349, 2.196], [1.814, -1.254, 3.114], [1.327, -0.583, 0.903], [1.705, -1.833, 0.434], [1.564, -2.900, 1.142], [1.963, -1.903, -0.832], [1.514, 2.574, 1.485], [-0.011, 2.238, 2.028], [1.004, 1.134, 3.541], [1.673, -1.030, 4.085], [1.764, -2.216, 2.794], [1.996, 1.301, -0.922], [2.986, 1.633, -1.990], [3.886, 2.910, -1.412], [3.678, 3.442, -0.054], [4.902, 4.324, 0.190], [5.993, 3.641, -0.636], [5.234, 3.229, -1.895], [2.310, 2.027, -3.452], [3.161, 2.386, -4.592], [2.912, 3.876, -4.798], [1.412, 3.990, -4.514], [1.154, 2.943, -3.418], [4.095, 0.461, -2.378], [3.801, -0.627, -3.318], [5.111, -1.405, -3.275], [5.458, -1.406, -1.774], [4.707, -0.189, -1.197], [3.621, 2.628, 0.677], [2.745, 4.010, -0.006], [5.151, 4.399, 1.247], [4.724, 5.329, -0.199], [6.362, 2.757, -0.111], [6.834, 4.295, -0.862], [5.678, 2.372, -2.402], [5.194, 4.069, -2.600], [2.821, 1.832, -5.474], [4.204, 2.133, -4.399], [3.180, 4.209, -5.800], [3.481, 4.456, -4.069], [0.841, 3.741, -5.410], [1.123, 4.990, -4.194], [0.237, 2.375, -3.596], [1.091, 3.412, -2.436], [3.541, -0.239, -4.301], [2.979, -1.240, -2.948], [5.871, -0.871, -3.847], [5.012, -2.412, -3.679], [6.532, -1.336, -1.612], [5.092, -2.313, -1.296], [5.367, 0.520, -0.690], [3.937, -0.513, -0.496], [-5.109, 2.358, 5.825], [-4.787, 1.086, 5.052], [-5.524, 1.008, 3.725], [-3.363, 0.939, 4.895], [-2.326, 1.666, 3.933], [-0.738, 2.156, 5.025], [-2.027, 0.554, 2.292], [-3.165, 3.004, 3.536], [-2.529, 4.165, 2.993], [-2.393, 5.222, 4.076], [-3.358, 4.636, 1.810], [-6.156, 2.343, 6.132], [-4.936, 3.231, 5.199], [-4.472, 2.436, 6.705], [-5.054, 0.223, 5.666], [-5.262, 1.859, 3.098], [-6.599, 1.019, 3.908], [-5.258, 0.093, 3.195], [-1.527, 3.895, 2.639], [-3.380, 5.519, 4.436], [-1.879, 6.101, 3.683], [-1.825, 4.816, 4.910], [-4.358, 4.923, 2.138], [-3.442, 3.832, 1.077], [-2.879, 5.498, 1.343]]}